Computed, not measured: 3 unconnected molecules or ions with the total composition C25H39NO7PS2 in a non-equilibrium geometry, with the ωB97M-V functional and the def2-TZVPD basis.

Positions of all 75 atoms, in Å:
C 2.12380 -1.92940 1.87993
C 2.89932 -3.06248 1.13190
C 2.66986 -4.44907 1.59129
C 3.30678 -5.58849 0.93928
C 4.18563 -5.29945 -0.20629
C 4.43718 -3.92444 -0.66267
C 3.78633 -2.76939 0.00466
C 4.09620 -1.35998 -0.60544
P 4.59488 -0.04156 0.61625
C 5.06961 -0.66860 2.29323
C 3.28729 1.31183 0.65555
C 2.58881 1.54930 -0.74874
C 1.21914 0.78559 -0.95902
S -0.28321 1.81988 -0.71870
C -0.75499 1.81840 1.05316
S 0.18157 2.72566 2.09595
N -1.87636 1.13332 1.60920
C -1.50674 0.03190 2.52845
C -1.68666 -1.42070 1.94451
O -2.93082 -1.59653 1.23607
C -2.77812 -0.73156 0.07673
C -2.88996 0.74161 0.60768
H 1.07978 -2.29923 2.05710
H 2.62738 -1.79677 2.88209
H 2.05510 -0.96295 1.32304
H 1.97351 -4.62972 2.44693
H 3.09077 -6.61571 1.30340
H 4.67060 -6.13974 -0.75747
H 5.10593 -3.81499 -1.55003
H 3.22073 -1.07638 -1.25093
H 4.96560 -1.48066 -1.31675
H 5.76123 0.60111 0.08496
H 5.99832 -0.15340 2.67233
H 5.24432 -1.77288 2.34879
H 4.24895 -0.43141 3.02990
H 2.56810 1.19455 1.51073
H 3.86410 2.25981 0.88366
H 3.28732 1.16911 -1.55524
H 2.43822 2.65079 -0.91638
H 1.09734 -0.14630 -0.34814
H 1.19713 0.45240 -2.03879
H -0.44266 0.10220 2.89536
H -2.14530 0.09365 3.45794
H -0.85960 -1.73260 1.24801
H -1.66421 -2.13731 2.81826
H -3.67460 -0.96596 -0.56937
H -1.83601 -0.96568 -0.48622
H -3.89315 0.81573 1.12663
H -2.96515 1.43118 -0.27544
C -5.54983 -3.78609 -1.06499
C -5.25620 -3.54177 -2.52949
C -6.12070 -2.47378 -3.13909
O -6.14028 -2.84876 -4.51301
C -5.98929 -4.20468 -4.54495
O -6.18583 -4.88064 -5.50085
O -5.58536 -4.67886 -3.32901
H -4.76903 -4.40566 -0.61962
H -5.59389 -2.84678 -0.50899
H -6.49106 -4.32298 -0.93317
H -4.19168 -3.32401 -2.67054
H -5.70279 -1.47504 -3.01128
H -7.14803 -2.48308 -2.76243
C 0.64050 5.64416 -0.13908
C 0.01012 6.94979 0.29446
C -1.28632 7.24566 -0.40594
O -1.34010 8.66789 -0.35348
C -0.04709 9.10295 -0.33843
O 0.28683 10.22656 -0.52565
O 0.81152 8.07072 -0.08300
H 1.45394 5.37192 0.53692
H -0.08921 4.83248 -0.13301
H 1.07417 5.72752 -1.13838
H -0.10989 6.96879 1.38272
H -2.14402 6.80174 0.09919
H -1.28976 6.93727 -1.45625

Atoms 1-6, force components in eV/Å:
0.30 -1.10 0.24
0.33 -0.74 -0.80
1.28 0.24 -1.68
0.31 2.88 -0.84
-0.79 1.43 0.83
-1.48 -0.95 1.83

* E_tot: -2694.83234 a.u.
* F_max: 3.39 eV/Å
* LUMO energy: -0.1326 Ha
* charge: +1

Atomic partial charges in e from the Mulliken method, atoms 1 to 6:
1. C -0.9222
2. C 1.1520
3. C -0.5135
4. C -0.6270
5. C -0.5038
6. C -1.2742